# 1
DFT (ωB97M-V/def2-TZVPD) results for an isolated molecule of C4H12N4O in a non-equilibrium geometry.

The geometry in XYZ format:
```
21
Properties=species:S:1:pos:R:3:forces:R:3
O 1.753 1.864 -0.917 -0.8 -0.7 0.0
N -0.153 -0.728 0.415 0.5 -0.2 -0.6
N 1.593 -0.192 -1.840 -0.3 -0.2 0.3
N 1.041 0.279 2.257 0.7 0.5 -0.1
N 0.921 -0.814 1.366 -0.9 -0.1 0.0
C -1.413 -1.095 1.066 0.0 -0.2 -0.1
C 1.127 0.815 -1.037 0.9 0.5 0.2
C -0.219 0.551 -0.341 0.1 -0.3 0.0
C -1.309 0.546 -1.420 -0.3 -0.2 0.0
H 0.153 0.507 2.700 0.2 -0.5 -0.1
H -1.246 -0.344 -2.056 0.1 0.1 0.2
H 1.374 1.129 1.795 -0.2 -0.2 0.0
H -1.211 1.420 -2.074 0.1 -0.1 0.2
H 2.522 -0.083 -2.221 -0.2 0.0 0.1
H 1.238 -1.130 -1.689 0.0 0.3 -0.1
H -1.300 -2.020 1.645 0.3 0.3 -0.2
H -2.191 -1.304 0.325 0.2 0.2 0.0
H 1.819 -1.063 0.930 -0.8 0.6 0.3
H -0.414 1.394 0.335 0.2 0.0 -0.1
H -1.778 -0.312 1.740 -0.1 0.1 0.1
H -2.309 0.580 -0.977 0.2 0.0 0.0
```
Forces are in eV/Å.

Output
Gap between HOMO and LUMO (eV): 9.776
E_LUMO (eV): 0.90
Energy relative to the best compared isomer or geometry (same formula, charge and spin) (kJ/mol): 201.82
SMILES string: C[C@H](C(N)=O)N(C)NN
Energy (eV): -12349.216
Strongest force on any atom (eV/A): 1.0

Atomic charges from the Löwdin analysis, expressed in e, are listed below: 0.040, -0.204, 0.165, 0.006, -0.122, -0.091, -0.515, -0.308, -0.052, 0.067, 0.084, 0.064, 0.091, 0.112, 0.100, 0.086, 0.075, 0.119, 0.134, 0.076, 0.073

=====

# 2
DFT (ωB97M-V/def2-TZVPD) results for a structure of composition C20H46OP4PdS in a non-equilibrium geometry.

The geometry in XYZ format:
```
73
Properties=species:S:1:pos:R:3:forces:R:3
Pd 0.238 -0.720 0.106 -0.6 -0.6 0.2
S 1.188 2.862 -2.288 -0.3 1.2 -0.3
P 2.015 -0.696 -1.362 1.5 0.0 -1.4
P -3.323 -0.333 2.962 -0.7 0.3 0.5
P -0.307 -2.982 -0.140 -1.0 -1.9 -0.1
P 1.426 -0.896 2.117 0.4 0.1 3.0
O -1.975 -0.764 2.432 0.8 0.0 -0.9
C 0.591 -1.844 3.421 -0.5 -0.1 -0.3
C 1.568 0.779 2.792 -0.2 0.3 -0.4
C -1.150 1.023 -0.113 -0.3 -0.1 0.0
C 0.144 4.456 -4.317 -0.9 0.9 -1.1
C 2.035 5.344 -3.085 1.1 1.3 -0.2
C 0.962 -4.144 0.459 0.4 0.3 0.0
C -0.636 -3.425 -1.870 0.1 0.3 -0.1
C 3.062 -2.164 -1.612 -0.1 -0.2 0.2
C 0.043 5.667 -5.013 -0.8 -1.8 0.2
C -1.764 0.008 -0.846 0.0 0.4 0.2
C 0.923 6.728 -4.737 -0.1 0.5 0.1
C 3.224 0.597 -0.910 -0.2 0.3 -0.1
C 1.109 4.308 -3.300 -0.5 -0.5 0.1
C 1.305 -0.443 -3.021 -0.1 0.3 -0.1
C -3.907 -1.480 4.219 0.0 0.1 -0.1
C -1.810 -3.417 0.774 -0.1 0.3 0.2
C 1.936 6.550 -3.786 0.9 -1.0 1.3
C 3.099 -1.615 2.065 0.1 -0.1 -0.9
C -4.567 -0.235 1.662 0.0 -0.2 0.0
C -3.245 1.321 3.664 0.0 -0.2 0.1
H 3.533 -1.588 3.075 -0.3 0.1 -0.1
H -5.478 0.223 2.062 0.1 -0.1 -0.1
H -2.475 1.333 4.444 -0.2 0.1 0.0
H -1.991 -4.498 0.721 0.1 0.1 -0.1
H 2.700 1.479 -0.524 0.3 -0.1 -0.1
H 2.085 -0.103 -3.713 -0.1 -0.1 0.1
H -1.439 -2.788 -2.259 0.1 -0.2 0.0
H 2.640 7.351 -3.559 -0.2 -0.2 -0.1
H 0.253 -3.287 -2.497 -0.2 -0.1 0.1
H 2.007 1.448 2.044 0.1 0.0 0.2
H 3.756 -1.063 1.386 -0.1 -0.1 0.3
H 2.187 0.779 3.697 -0.1 -0.1 -0.1
H -2.617 -0.531 -0.424 0.4 0.0 0.0
H -1.490 1.265 0.896 0.1 -0.2 -0.2
H 0.629 -5.170 0.248 -0.1 0.2 0.0
H 3.059 -2.657 1.727 0.0 0.2 0.2
H 0.494 0.298 -2.995 0.3 -0.3 -0.2
H 3.563 -2.452 -0.680 0.0 0.0 -0.2
H -4.844 -1.134 4.668 0.1 -0.1 -0.1
H -0.488 1.743 -0.593 -0.2 -0.3 0.3
H 0.903 -1.398 -3.385 0.1 0.3 0.1
H 2.471 -3.005 -1.993 0.2 0.2 0.1
H 3.816 0.868 -1.798 -0.1 0.0 0.2
H -0.499 3.604 -4.546 0.0 0.5 0.0
H 3.914 0.239 -0.134 -0.2 0.0 -0.3
H -4.798 -1.240 1.290 -0.1 0.2 0.0
H 0.797 7.694 -5.232 0.1 -0.3 0.0
H 1.116 -4.041 1.538 -0.1 -0.1 -0.2
H -0.143 2.574 -2.149 0.6 0.4 -0.8
H -1.576 -0.127 -1.917 0.0 0.0 0.4
H 0.456 -2.892 3.130 0.1 0.2 0.2
H -4.197 0.388 0.839 -0.2 0.0 0.2
H 3.828 -1.913 -2.361 -0.2 0.0 0.2
H 1.181 -1.801 4.344 0.1 0.1 -0.2
H 1.919 -3.977 -0.046 -0.2 -0.1 0.1
H -4.210 1.615 4.093 0.2 0.0 -0.1
H -4.078 -2.462 3.753 0.1 0.2 0.2
H -0.726 5.804 -5.779 0.3 -0.2 0.3
H 0.563 1.148 3.033 0.2 -0.1 0.0
H -2.666 -2.881 0.349 0.1 -0.2 0.1
H -0.406 -1.403 3.565 0.3 -0.1 0.0
H -0.949 -4.477 -1.928 0.0 0.2 0.1
H -2.965 2.030 2.879 -0.1 0.0 0.1
H -1.712 -3.104 1.819 0.0 0.0 -0.2
H 2.832 5.178 -2.361 -0.2 0.3 -0.1
H -3.139 -1.555 5.002 -0.3 -0.1 -0.2
```
Forces are in eV/Å.

Output
Gap between HOMO and LUMO (alpha / beta) (eV): 8.632 / 4.086
E_LUMO (alpha / beta) (eV): -11.19 / -15.91
Charge: +4
Energy (eV): -74963.168
Strongest force on any atom (eV/A): 3.0
Multiplicity: 5

Atomic charges from the Löwdin analysis, expressed in e, are listed below: 0.534, 0.963, 0.742, 0.547, 0.781, 0.793, -0.458, -0.208, -0.200, -0.093, -0.037, -0.035, -0.198, -0.205, -0.208, 0.033, -0.030, 0.080, -0.249, -0.505, -0.239, -0.143, -0.209, 0.031, -0.194, -0.159, -0.158, 0.099, 0.082, 0.068, 0.091, -0.004, 0.083, 0.063, 0.148, 0.035, 0.049, 0.034, 0.091, 0.067, 0.069, 0.096, 0.050, 0.001, 0.050, 0.080, 0.005, 0.055, 0.050, 0.082, 0.127, 0.051, 0.066, 0.159, 0.041, -0.071, 0.084, 0.046, 0.042, 0.096, 0.093, 0.034, 0.081, 0.069, 0.148, 0.061, 0.054, 0.025, 0.092, 0.052, 0.036, 0.129, 0.073

=====

# 3
DFT (ωB97M-V/def2-TZVPD) results for a structure of composition C2H4N4O6S in a non-equilibrium geometry.

The geometry in XYZ format:
```
17
Properties=species:S:1:pos:R:3:forces:R:3
S -0.641 -1.346 0.364 0.5 3.8 -2.2
O 0.067 -2.325 -0.353 0.2 -0.4 -0.1
O -1.743 -1.123 -2.315 -0.5 -0.6 -0.4
O 0.242 -1.858 2.268 0.0 -1.0 0.9
O 1.234 -0.141 3.172 0.4 0.4 0.4
O -0.490 0.359 -3.267 0.4 0.4 -0.7
O -1.931 -1.398 0.914 -0.3 -0.1 0.1
N -0.747 0.339 -1.099 -0.4 -1.8 3.6
N -0.992 -0.176 -2.306 0.0 -0.3 -0.1
N 0.411 -0.139 1.127 -1.1 -1.1 -1.7
N 0.667 -0.697 2.287 0.3 -0.2 0.6
C 0.429 1.116 -0.867 0.5 0.1 -0.6
C 0.565 1.202 0.660 -0.2 0.8 -0.1
H 1.540 1.589 0.965 -0.1 -0.1 -0.1
H 1.312 0.645 -1.321 0.0 0.1 0.1
H -0.233 1.834 1.066 0.2 0.0 0.0
H 0.311 2.117 -1.295 0.1 -0.1 0.2
```
Forces are in eV/Å.

Output
Gap between HOMO and LUMO (eV): 9.721
E_LUMO (eV): -0.93
Energy relative to the best compared isomer or geometry (same formula, charge and spin) (kJ/mol): 30.88
Energy (eV): -31209.657
Strongest force on any atom (eV/A): 4.4

Atomic charges from the Löwdin analysis, expressed in e, are listed below: 0.856, -0.200, 0.052, 0.029, 0.169, 0.079, -0.197, -0.017, -0.498, -0.103, -0.416, -0.186, -0.116, 0.142, 0.133, 0.139, 0.135

=====

# 4
DFT (ωB97M-V/def2-TZVPD) results for a structure of composition C2H3F3O in a non-equilibrium geometry.

The geometry in XYZ format:
```
9
Properties=species:S:1:pos:R:3:forces:R:3
F 1.796 0.741 -0.951 -0.1 -0.4 0.0
F -2.827 -0.585 -0.220 0.1 0.2 0.3
F 1.882 -0.469 0.827 0.7 -0.2 1.2
O -1.416 0.153 -0.670 0.3 0.2 -0.3
C -0.692 0.467 0.353 1.5 -5.3 -0.5
C 1.245 -0.267 -0.281 -1.7 3.1 0.6
H -0.532 1.435 0.627 0.3 2.8 0.7
H -0.540 -0.340 1.141 -0.6 1.1 -0.7
H 1.084 -1.136 -0.827 -0.5 -1.5 -1.2
```
Forces are in eV/Å.

Output
Gap between HOMO and LUMO (alpha / beta) (eV): 8.534 / 8.743
E_LUMO (alpha / beta) (eV): -1.62 / -1.15
Energy relative to the best compared isomer or geometry (same formula, charge and spin) (kJ/mol): 640.94
Energy (eV): -12316.136
Strongest force on any atom (eV/A): 5.6

Atomic charges from the Löwdin analysis, expressed in e, are listed below: 0.097, -0.169, 0.120, -0.047, -0.090, -0.233, 0.065, 0.129, 0.128

=====

The highest strongest force on any atom belongs to which entry?
C2H3F3O